No. 1
The following is a quantum chemistry calculation of a structure of composition C4H12N2O2 at a distorted geometry, from OMol25.

Values from the calculation:
Frontier orbital gap = 7.574 eV
Relative energy (zero: lowest compared OMol25 entry of this formula, charge and spin) = 107.1 kcal/mol
Net charge = 0

Last column: Mulliken charge in e.
Cartesian coordinates (Å):
C: -0.4425 0.6825 0.9005  -0.87
C: 1.4285 -1.1053 1.3886  -0.40
N: 1.9694 -1.4297 0.2550  -0.31
N: -1.6455 -0.0244 1.2634  -0.56
H: 1.1797 -1.4731 -0.6009  0.40
H: 2.8526 -0.9976 0.0146  0.27
H: -1.7992 -0.8404 0.6796  0.26
H: -1.6922 -0.2822 2.2395  0.25
H: -0.6376 1.7272 0.6563  0.33
H: 0.2686 0.7899 1.7242  0.45
H: 0.4607 -1.5332 1.6071  0.35
H: 1.9916 -0.5828 2.1533  0.39
C: -1.3439 0.9472 -1.5924  -1.31
C: -0.1407 0.2497 -0.9698  0.71
O: 1.0596 0.9783 -1.2191  -0.55
O: -0.0613 -1.0185 -1.2034  -0.83
H: 1.4421 0.5924 -2.0176  0.35
H: -1.3022 2.0217 -1.4301  0.34
H: -2.2702 0.5528 -1.1835  0.34
H: -1.3171 0.7457 -2.6653  0.40

---

No. 2
The following is a quantum chemistry calculation of a structure of composition C45H43Cl4CsN11O2, from OMol25.

Values from the calculation:
Frontier orbital gap = 5.941 eV
Relative energy (zero: lowest compared OMol25 entry of this formula, charge and spin) = 21.9 kcal/mol
Net charge = -1

Last column: Mulliken charge in e.
Cartesian coordinates (Å):
Cs: 1.4571 1.4425 -0.0810  1.24
C: 6.9232 0.9193 -0.5806  -0.47
C: 6.6075 1.8766 0.3761  -0.74
C: 5.5159 2.7140 0.2085  0.24
C: 4.7021 2.6272 -0.9345  -0.57
C: 5.0284 1.6464 -1.8838  -0.24
C: 6.1214 0.8117 -1.7100  -0.60
N: 3.5377 3.3600 -1.1025  0.16
C: 3.5285 4.6729 -0.9405  0.21
C: 4.7168 5.4949 -0.9210  -0.76
C: 4.6624 6.8556 -0.8963  -0.63
C: 3.4305 7.5515 -0.8574  -0.83
C: 2.2769 6.8201 -0.8406  -0.27
C: 2.2876 5.4072 -0.8566  0.10
N: 1.1181 4.6811 -0.7306  0.63
N: 0.0461 5.3298 -0.8547  -0.82
C: -1.1182 4.5849 -0.5684  0.04
C: -2.2814 4.9783 -1.2391  -0.24
C: -3.4651 4.3257 -0.9582  -0.71
C: -3.4641 3.3173 -0.0014  -0.38
C: -2.2635 3.0062 0.6125  -0.42
N: -1.1075 3.6135 0.3443  -0.18
H: 7.7673 0.2560 -0.4390  0.36
H: 7.2084 1.9605 1.2752  0.36
H: 5.2663 3.4428 0.9715  0.49
H: 4.3978 1.5620 -2.7622  0.43
H: 6.3425 0.0628 -2.4621  0.42
H: 5.6770 5.0015 -0.9815  0.36
H: 5.5917 7.4160 -0.9126  0.36
H: 3.4074 8.6331 -0.8231  0.35
H: 1.3151 7.3104 -0.7836  0.43
H: -2.2196 5.7823 -1.9594  0.44
H: -4.3790 4.6007 -1.4702  0.38
H: -4.3648 2.7794 0.2660  0.46
H: -2.2255 2.2278 1.3655  0.68
N: 0.8120 -1.3510 -2.6379  -0.35
C: 1.4546 -0.9494 -3.7767  -0.05
C: 2.1094 -1.8273 -4.6169  -0.57
C: 2.7462 -1.3808 -5.7890  -0.60
C: 2.7420 -0.0641 -6.1521  -1.01
C: 2.1067 0.8785 -5.3072  1.33
C: 2.1121 2.2688 -5.5689  -0.78
C: 1.5391 3.1312 -4.6821  -0.75
C: 0.9436 2.6032 -3.5179  -0.20
N: 0.9000 1.3224 -3.2491  -0.32
C: 1.4716 0.4500 -4.1214  0.50
H: 1.2456 -2.0523 -2.0614  0.23
H: 0.3958 -0.6156 -2.0900  -0.06
H: 2.1232 -2.8825 -4.3692  0.43
H: 3.2441 -2.1104 -6.4172  0.37
H: 3.2293 0.2744 -7.0583  0.37
H: 2.5949 2.6318 -6.4696  0.37
H: 1.5526 4.2018 -4.8370  0.46
H: 0.5194 3.2780 -2.7791  0.39
Cl: 4.0285 -0.0800 2.1874  -0.14
C: 3.4803 -1.6741 1.5586  0.88
Cl: 3.8870 -2.9332 2.7527  -0.16
Cl: 4.3435 -2.0036 0.0620  -0.10
C: 1.9691 -1.5367 1.2928  -0.76
N: 1.4216 -1.3324 0.2339  -0.66
C: -4.4461 -1.2794 4.7803  -2.00
C: -3.5954 -1.3580 3.5005  2.67
C: -3.7024 0.0080 2.8012  -1.54
C: -2.1415 -1.5792 3.9222  -2.22
C: -4.1011 -2.5125 2.5695  1.87
O: -5.4046 -2.2158 2.0583  -0.69
C: -4.1850 -3.8508 3.3348  -1.19
C: -4.6175 -5.0690 2.5028  -1.38
C: -3.5101 -5.8165 1.7923  0.37
C: -2.3822 -6.2595 2.4797  0.02
C: -1.3703 -6.9554 1.8360  -0.93
C: -1.4891 -7.2193 0.4815  0.43
Cl: -0.2262 -8.0928 -0.3362  -0.24
C: -2.5973 -6.7957 -0.2294  -0.90
C: -3.5980 -6.0991 0.4333  -0.14
C: -3.2355 -2.7590 1.3241  -2.97
N: -2.8557 -1.6183 0.5155  1.27
C: -1.6224 -1.1119 0.3407  0.17
N: -1.6705 -0.0771 -0.4782  -0.23
C: -2.9941 -0.0070 -0.7849  -0.55
N: -3.7527 -0.9159 -0.2131  -0.93
H: -4.1068 -0.4267 5.3711  0.52
H: -4.3508 -2.1645 5.4083  0.37
H: -5.5103 -1.1115 4.5768  0.41
H: -3.6305 0.7995 3.5517  0.55
H: -4.6435 0.1174 2.2631  0.42
H: -2.8916 0.1642 2.0925  -0.09
H: -1.7994 -0.7282 4.5143  0.60
H: -1.4714 -1.6627 3.0689  0.17
H: -2.0141 -2.4722 4.5395  0.25
H: -5.9687 -1.9747 2.8012  0.62
H: -4.9176 -3.7196 4.1298  0.50
H: -3.2310 -4.0553 3.8263  0.41
H: -5.3730 -4.7589 1.7788  0.41
H: -5.1171 -5.7725 3.1750  0.37
H: -2.2832 -6.0600 3.5412  0.38
H: -0.4935 -7.2879 2.3752  0.40
H: -2.6708 -7.0013 -1.2889  0.41
H: -4.4630 -5.7583 -0.1260  0.41
H: -3.7912 -3.4385 0.6805  0.67
H: -2.3097 -3.2566 1.6109  0.63
H: -0.7105 -1.5189 0.7649  0.11
H: -3.4049 0.7310 -1.4572  0.62
O: 1.1437 -0.0395 4.4862  -0.60
C: 1.2361 -0.7698 3.5651  0.88
N: 1.2532 -1.5687 2.6642  -0.41

---

No. 3
The following is a quantum chemistry calculation of a cluster of 2 separate species, C5H9NSi in total at a distorted geometry, from OMol25.

Values from the calculation:
Frontier orbital gap = 9.011 eV
Relative energy (zero: lowest compared OMol25 entry of this formula, charge and spin) = 19.0 kcal/mol
Net charge = 0

Last column: Mulliken charge in e.
Cartesian coordinates (Å):
C: 1.3389 -0.7058 -1.7852  -0.31
C: 0.6450 -1.7742 -1.1159  -0.40
C: 1.3497 0.3832 -0.9895  -0.82
C: 0.2311 -1.3409 0.0924  -0.90
C: 0.5452 0.0803 0.1842  0.42
N: -1.6631 0.7115 1.8977  -0.41
Si: -1.0240 1.1616 0.3669  0.37
H: 1.7696 -0.7885 -2.7680  0.43
H: 0.4951 -2.7539 -1.5356  0.41
H: 1.7833 1.3433 -1.1957  0.41
H: -0.3165 -1.8827 0.8393  0.41
H: 1.1433 0.4971 1.5210  0.25
H: -1.0570 0.6193 2.6964  0.23
H: -2.5677 1.0497 2.1876  0.20
H: -0.6177 2.5700 0.2189  -0.14
H: -2.0551 0.8299 -0.6145  -0.13

---

No. 4
The following is a quantum chemistry calculation of the molecule C4H11BrClN3 at a distorted geometry, from OMol25.

Values from the calculation:
Frontier orbital gap = 5.849 eV
Net charge = 0

Last column: Mulliken charge in e.
Cartesian coordinates (Å):
C: 2.7703 -0.7478 -0.5628  -0.92
C: 1.8245 0.5210 -0.0346  -0.21
C: 0.6213 -0.1947 0.8725  -0.84
N: -0.4354 -0.9055 0.0571  -0.05
C: -1.5311 -0.2557 -0.4559  0.35
N: -2.5395 -1.0118 -1.3260  -0.53
N: -1.7973 1.2058 -0.1799  -0.47
Br: -2.7115 1.5114 1.4276  0.11
H: 3.0225 -1.4531 0.3570  0.26
H: 2.1018 -1.3404 -1.3476  0.22
H: 3.7719 -0.3742 -1.0765  0.30
H: 1.4245 1.0635 -0.9909  0.23
H: 2.4575 1.2938 0.6153  0.30
H: 0.1983 0.5434 1.6790  0.26
H: 1.1838 -1.0511 1.4860  0.36
H: -0.2940 -1.9305 -0.1283  0.29
H: -2.6122 -1.9626 -0.8729  0.27
H: -3.4512 -0.5042 -1.2998  0.32
H: -0.9533 1.8037 -0.2982  0.34
Cl: -3.0512 3.7888 2.0788  -0.61

---

No. 5
The following is a quantum chemistry calculation of a structure of composition C23H26N7ORuS4, from OMol25.

Values from the calculation:
Frontier orbital gap (spin up / spin down) = 6.319 / 5.830 eV
Relative energy (zero: lowest compared OMol25 entry of this formula, charge and spin) = 0.0 kcal/mol
Multiplicity = 2
Net charge = 0

Last column: Mulliken charge in e.
Cartesian coordinates (Å):
Ru: -2.0015 -1.0749 1.0948  0.11
N: 1.4238 -3.6625 0.9641  0.15
C: 0.7317 -2.7269 0.3008  -0.83
N: -0.2357 -2.2928 1.0756  0.47
C: -0.0979 -3.0270 2.2179  0.08
N: 0.9070 -3.8706 2.1893  -0.84
C: -1.0812 -2.8638 3.2787  0.14
C: -1.0151 -3.5152 4.4999  -0.38
N: -1.9491 -3.3561 5.4265  -0.60
C: -2.9539 -2.5398 5.1209  -0.39
C: -3.0384 -1.8742 3.9062  -0.33
N: -2.1001 -2.0391 2.9788  0.53
H: 2.2171 -4.1983 0.6548  0.21
H: 0.9368 -2.4121 -0.7071  0.89
H: -0.1841 -4.1732 4.7192  0.46
H: -3.7264 -2.4031 5.8661  0.39
H: -3.8489 -1.2028 3.6596  0.32
S: -3.8879 0.1724 1.4322  -0.36
S: -5.4437 -1.2196 1.3497  -0.08
S: -4.9738 -2.3624 -0.3253  -0.15
S: -3.0060 -2.8858 0.0178  -0.21
C: -0.9516 0.4314 2.2374  -1.44
C: -0.4165 1.6275 1.5333  0.52
C: 0.9571 1.8055 1.3654  -0.14
C: 1.4707 2.8623 0.6241  -0.50
C: 0.6145 3.7852 0.0436  -0.48
C: -0.7559 3.6456 0.2334  -0.91
C: -1.2624 2.5858 0.9662  -0.30
H: -1.6595 0.7514 3.0078  0.67
H: -0.1249 -0.0715 2.7560  0.46
H: 1.6296 1.0913 1.8257  0.50
H: 2.5427 2.9655 0.5019  0.42
H: 1.0040 4.6001 -0.5515  0.38
H: -1.4360 4.3630 -0.2090  0.43
H: -2.3357 2.4749 1.0797  0.37
C: 3.1967 -0.5919 -0.8795  -0.95
C: 2.4871 -0.3390 -2.2066  -0.87
N: 2.2514 1.0736 -2.4561  0.60
C: 3.4314 1.8619 -2.8087  -0.73
C: 3.8183 1.7433 -4.2767  -1.23
C: 1.0483 1.6380 -2.7607  0.12
O: 0.9873 2.7166 -3.3289  -0.66
C: -0.2504 1.0022 -2.3437  -0.34
C: -1.3516 1.3160 -3.1353  -0.69
C: -2.6038 0.8822 -2.7543  -1.26
C: -2.7409 0.1903 -1.5655  -0.15
N: -1.6985 -0.0878 -0.7749  0.86
C: -0.4747 0.2887 -1.1770  0.10
H: 3.2259 -1.6584 -0.6501  0.31
H: 2.6885 -0.0729 -0.0677  0.09
H: 4.2301 -0.2483 -0.9077  0.49
H: 1.5357 -0.8691 -2.2602  0.46
H: 3.0964 -0.7344 -3.0262  0.40
H: 4.2496 1.5292 -2.1679  0.41
H: 3.2164 2.9001 -2.5614  0.40
H: 4.0132 0.7067 -4.5574  0.29
H: 4.7260 2.3148 -4.4723  0.41
H: 3.0212 2.1334 -4.9063  0.30
H: -1.1978 1.9155 -4.0226  0.56
H: -3.4801 1.0913 -3.3502  0.43
H: -3.7062 -0.1500 -1.2231  0.21
H: 0.3318 0.0576 -0.4935  0.90

---

No. 6
The following is a quantum chemistry calculation of a structure of composition C3H3O2Tl at a distorted geometry, from OMol25.

Values from the calculation:
Frontier orbital gap (spin up / spin down) = 7.400 / 7.662 eV
Relative energy (zero: lowest compared OMol25 entry of this formula, charge and spin) = 27.2 kcal/mol
Net charge = +2

Last column: Mulliken charge in e.
Cartesian coordinates (Å):
C: -0.7979 -0.7432 0.0598  -0.21
C: -0.8706 0.7418 0.0189  -0.02
H: -1.2823 1.2277 -0.8729  0.29
H: -1.5238 -1.5460 0.0160  0.41
H: -1.1070 1.2758 0.9471  0.29
O: 1.6688 -1.3243 0.0467  -0.34
C: 0.5617 -0.6998 -0.0551  0.71
O: 0.7051 0.7111 -0.0838  -0.21
Tl: 2.6459 0.3570 -0.0767  1.08

---

Question: Among the records above, which one has the lowest net charge?
Answer: C45H43Cl4CsN11O2

---

Question: Look up the net charge of the sixth one.
Answer: +2

---

Question: Which value of net charge does entry 4 give?
Answer: 0

---

Question: Look up the net charge of the fourth one.
Answer: 0